Record 1
C5H10O | the ωB97M-V functional and the def2-TZVPD basis

```
! wB97M-V def2-TZVPD RIJCOSX def2/J DEFGRID3
* xyz 0 1
C 1.908 0.249 0.061
C 0.406 0.470 0.129
C -0.418 -0.051 -1.052
C -1.826 -0.127 -0.446
O -1.653 -0.268 0.964
C -0.268 -0.335 1.229
H 2.366 0.777 -0.781
H 2.390 0.602 0.980
H 2.131 -0.820 -0.046
H 0.185 1.537 0.276
H -0.370 0.571 -1.950
H -0.061 -1.057 -1.315
H -2.407 -0.975 -0.827
H -2.393 0.793 -0.632
H -0.085 0.012 2.250
H 0.096 -1.378 1.159
*
```

Results
Calculated total energy, eV: -7394.3067
Energy above the lowest of the compared OMol25 structures with the same formula, charge and spin, kJ/mol: 44.25
Frontier orbital gap, eV: 10.65
SMILES: C[C@H]1CCOC1
Strongest force on any atom, Eh/bohr: 0.0089



Record 2
C17H30NO3S | the ωB97M-V functional and the def2-TZVPD basis

```
! wB97M-V def2-TZVPD RIJCOSX def2/J DEFGRID3
* xyz 1 1
C -1.847 -2.889 -1.256
C -0.449 -2.559 -1.769
C 0.663 -2.988 -0.811
C 0.700 -2.143 0.462
C 1.934 -2.403 1.341
C 2.986 -1.294 1.269
C 3.686 -1.211 -0.087
C 4.695 -0.057 -0.166
C 4.119 1.222 -0.766
H 4.887 1.994 -0.831
H 3.700 1.026 -1.757
O 3.085 1.792 0.064
C 1.839 1.611 -0.282
O 1.413 1.008 -1.229
C 0.891 2.316 0.724
N -0.386 1.650 0.716
C -0.697 0.702 1.587
S -2.162 -0.063 1.263
C -2.365 0.939 -0.137
C -1.319 1.801 -0.283
C -1.137 2.815 -1.353
H -1.010 3.810 -0.929
H -0.260 2.574 -1.952
H -2.000 2.830 -2.010
C -3.562 0.761 -1.005
H -3.337 0.011 -1.771
H -3.819 1.692 -1.510
C -4.757 0.290 -0.162
O -4.408 -0.831 0.614
H -4.382 -1.623 0.063
H -5.038 1.069 0.552
H -5.615 0.082 -0.807
H -0.068 0.457 2.422
H 0.783 3.359 0.417
H 1.333 2.284 1.720
H 5.531 -0.341 -0.806
H 5.094 0.157 0.827
H 2.948 -1.096 -0.882
H 4.207 -2.154 -0.257
H 3.741 -1.481 2.037
H 2.515 -0.335 1.507
H 1.622 -2.503 2.383
H 2.395 -3.348 1.054
H 0.678 -1.089 0.172
H -0.202 -2.346 1.043
H 0.529 -4.038 -0.545
H 1.618 -2.899 -1.330
H -0.303 -3.068 -2.723
H -0.364 -1.484 -1.955
H -2.595 -2.612 -1.998
H -1.936 -3.957 -1.072
H -2.061 -2.366 -0.326
*
```

Results
Calculated total energy, eV: -36578.1890
Energy above the lowest of the compared OMol25 structures with the same formula, charge and spin, kJ/mol: 3.85
Frontier orbital gap, eV: 9.70
Strongest force on any atom, Eh/bohr: 0.0236



Record 3
C4H10NO | the ωB97M-V functional and the def2-TZVPD basis

```
! wB97M-V def2-TZVPD RIJCOSX def2/J DEFGRID3
* xyz -1 1
C 1.782 -0.427 -0.986
N 1.411 0.848 -0.253
C 0.357 0.550 0.909
C -0.649 -0.674 0.624
C -2.081 0.120 0.213
O -1.906 1.109 -0.842
H 2.632 -1.027 -0.512
H 2.323 -0.047 -1.907
H 0.920 -0.890 -1.343
H 0.767 1.323 -0.889
H -0.159 1.462 0.896
H 1.014 0.171 1.805
H -0.501 -1.302 -0.223
H -0.890 -1.264 1.565
H -2.755 -0.677 -0.116
H -2.266 0.726 1.059
*
```

Results
Calculated total energy, eV: -7845.2115
Energy above the lowest of the compared OMol25 structures with the same formula, charge and spin, kJ/mol: 224.31
Frontier orbital gap, eV: 6.58
SMILES: CNCCC[O-]
Strongest force on any atom, Eh/bohr: 0.1086



Record 4
C2H12O2Si3 | the ωB97M-V functional and the def2-TZVPD basis

```
! wB97M-V def2-TZVPD RIJCOSX def2/J DEFGRID3
* xyz 0 1
C -2.074 -1.328 -0.702
C -1.603 1.447 0.696
O 1.465 -2.730 0.120
O 2.223 -1.505 -0.114
Si 2.648 1.502 0.136
Si -0.889 -0.360 0.513
Si 1.232 -0.202 -0.265
H -2.624 -0.751 -1.443
H -1.518 -1.948 -1.274
H -2.787 -1.997 -0.053
H -1.301 2.200 -0.018
H -2.638 1.418 0.920
H -0.875 1.771 1.547
H 1.160 -2.953 -0.713
H 2.699 2.528 -0.931
H 3.912 1.628 0.726
H 1.811 2.365 1.027
H -1.415 -0.959 1.767
H 0.571 -0.124 -1.940
*
```

Results
Calculated total energy, eV: -29991.8018
Energy above the lowest of the compared OMol25 structures with the same formula, charge and spin, kJ/mol: 391.61
Frontier orbital gap, eV: 9.94
Strongest force on any atom, Eh/bohr: 0.0817



Record 5
C5H11NO | the ωB97M-V functional and the def2-TZVPD basis

```
! wB97M-V def2-TZVPD RIJCOSX def2/J DEFGRID3
* xyz 0 1
C 0.394 -1.009 -2.203
N -0.472 -0.187 -1.630
C -0.875 -0.611 -0.298
O -1.261 -1.766 -0.168
C -0.247 0.237 0.647
C -0.159 1.743 0.544
C -0.159 -0.299 2.052
H 1.541 -0.872 -0.819
H 0.972 -0.655 -3.049
H 0.220 -2.070 -2.071
H -0.300 0.800 -1.765
H 1.197 -0.479 -0.122
H -0.879 2.210 1.231
H -0.371 2.162 -0.447
H 0.835 2.098 0.842
H 0.704 0.123 2.578
H -1.057 -0.036 2.630
H -0.082 -1.389 2.045
*
```

Results
Calculated total energy, eV: -8897.3251
Energy above the lowest of the compared OMol25 structures with the same formula, charge and spin, kJ/mol: 421.86
Frontier orbital gap (spin up / spin down), eV: 7.80 / 7.80
Strongest force on any atom, Eh/bohr: 0.0065



Record 6
H31O15 | the ωB97M-V functional and the def2-TZVPD basis

```
! wB97M-V def2-TZVPD RIJCOSX def2/J DEFGRID3
* xyz 1 1
O 0.433 -4.454 0.806
H 1.719 1.002 -3.346
H -0.332 -5.012 0.889
O 1.928 1.667 0.574
H 3.591 2.584 2.583
H 0.964 1.948 1.045
O 2.317 -0.069 -1.238
H 1.340 -0.387 -2.926
H 0.765 -1.051 1.214
O -1.112 3.151 0.650
H -2.284 -4.228 0.515
H -2.063 3.563 0.905
O 1.691 -1.374 2.834
H 1.211 -1.006 3.664
H 1.699 -2.333 2.851
O 1.202 0.153 -3.748
H 2.499 -0.195 -0.426
H 3.142 -0.490 -1.732
O -1.443 -0.589 -1.322
H -1.576 0.029 -3.249
H -1.873 -3.641 -0.890
O 2.422 1.914 -2.567
H 2.505 1.543 1.193
H 1.989 2.631 -2.606
O -2.293 -3.478 -0.102
H -0.002 0.365 -3.352
H -3.932 -0.130 1.807
O -2.434 1.597 -1.484
H -0.647 -0.919 1.323
O 3.871 1.721 2.566
H 3.367 1.084 2.822
H -1.738 -1.344 -0.711
O -1.039 0.900 -3.394
H 2.494 1.871 -1.557
H -1.142 1.546 -2.500
O -3.304 -0.727 1.350
H -0.515 -0.238 -1.168
H -3.600 -1.457 1.422
O 0.022 -1.395 0.795
H 0.072 -3.622 1.214
H -1.132 1.461 2.225
O -0.675 0.638 2.507
H -1.332 0.217 3.009
H -0.987 3.738 -0.099
H -2.504 0.868 -0.867
H -3.284 1.947 -1.480
*
```

Results
Calculated total energy, eV: -31204.1800
Energy above the lowest of the compared OMol25 structures with the same formula, charge and spin, kJ/mol: 710.10
Frontier orbital gap, eV: 10.53
Strongest force on any atom, Eh/bohr: 0.3312



Among the records above, which one has the lowest calculated total energy?
C17H30NO3S



Copy entry 4 word for word.
C2H12O2Si3 | the ωB97M-V functional and the def2-TZVPD basis

```
! wB97M-V def2-TZVPD RIJCOSX def2/J DEFGRID3
* xyz 0 1
C -2.074 -1.328 -0.702
C -1.603 1.447 0.696
O 1.465 -2.730 0.120
O 2.223 -1.505 -0.114
Si 2.648 1.502 0.136
Si -0.889 -0.360 0.513
Si 1.232 -0.202 -0.265
H -2.624 -0.751 -1.443
H -1.518 -1.948 -1.274
H -2.787 -1.997 -0.053
H -1.301 2.200 -0.018
H -2.638 1.418 0.920
H -0.875 1.771 1.547
H 1.160 -2.953 -0.713
H 2.699 2.528 -0.931
H 3.912 1.628 0.726
H 1.811 2.365 1.027
H -1.415 -0.959 1.767
H 0.571 -0.124 -1.940
*
```

Results
Calculated total energy, eV: -29991.8018
Energy above the lowest of the compared OMol25 structures with the same formula, charge and spin, kJ/mol: 391.61
Frontier orbital gap, eV: 9.94
Strongest force on any atom, Eh/bohr: 0.0817



Look up the energy above the lowest of the compared OMol25 structures with the same formula, charge and spin of the third one.
224.31 kJ/mol



Number 6 is which compound?
H31O15